1.
{"formula": "C28H22N4O7Rh", "method": "ωB97M-V/def2-TZVPD", "charge": -1, "spin_multiplicity": 5, "e_lumo_ev": [2.7, 1.3], "e_homo_ev": [-2.931, -4.987], "s2": 6.046, "symbols": ["Rh", "C", "C", "N", "N", "C", "O", "C", "C", "C", "C", "C", "C", "C", "C", "C", "C", "C", "N", "H", "H", "H", "H", "H", "H", "H", "H", "H", "H", "H", "H", "O", "C", "O", "C", "C", "C", "C", "C", "C", "H", "H", "H", "H", "H", "O", "N", "O", "O", "C", "O", "C", "C", "C", "C", "C", "C", "H", "H", "H", "H", "H"], "positions_angstrom": [[-0.4983, -0.2551, -0.9420], [-4.1294, -1.1814, -2.9042], [-3.0328, -0.5709, -2.0902], [-1.9148, -1.2678, -1.7610], [-1.7247, -2.5675, -2.0434], [-0.6110, -2.9853, -1.4828], [0.1556, -2.2230, -0.7563], [-0.2398, -4.4018, -1.6511], [-0.9702, -5.2540, -2.4823], [-0.6001, -6.5800, -2.6207], [0.5020, -7.0778, -1.9348], [1.2340, -6.2344, -1.1108], [0.8690, -4.9049, -0.9715], [-3.0181, 0.7346, -1.5998], [-4.0568, 1.7121, -1.7873], [-3.9426, 2.9570, -1.1829], [-2.8780, 3.2591, -0.3716], [-1.8155, 2.2528, -0.0861], [-1.9148, 1.0645, -0.8747], [-3.9048, -2.2343, -3.0550], [-4.1971, -0.7002, -3.8835], [-5.0993, -1.0927, -2.4100], [-1.8225, -4.8511, -3.0111], [-1.1697, -7.2334, -3.2708], [0.7897, -8.1161, -2.0470], [2.0969, -6.6157, -0.5781], [1.4312, -4.2284, -0.3421], [-4.8945, 1.4797, -2.4288], [-4.7138, 3.6981, -1.3562], [-2.7654, 4.2219, 0.1064], [-1.8940, 1.9536, 0.9750], [0.3956, 1.9495, 1.7101], [0.2353, 0.7084, 2.1409], [-0.4835, -0.1196, 1.6171], [0.9980, 0.4084, 3.3843], [1.8138, 1.3652, 3.9844], [2.5299, 1.0494, 5.1272], [2.4442, -0.2238, 5.6751], [1.6373, -1.1816, 5.0739], [0.9163, -0.8675, 3.9352], [1.8834, 2.3476, 3.5376], [3.1645, 1.7966, 5.5869], [3.0093, -0.4680, 6.5659], [1.5787, -2.1777, 5.4945], [0.2886, -1.6016, 3.4469], [-0.5075, 1.1315, -3.2570], [0.4223, 0.4909, -3.7431], [0.8133, -0.4734, -3.0659], [-0.5593, 2.9033, -0.2289], [0.5935, 2.2133, 0.1858], [0.9058, 1.1190, -0.4430], [1.7308, 3.2301, 0.2214], [1.5010, 4.5777, 0.4593], [2.5672, 5.4643, 0.5211], [3.8664, 5.0084, 0.3509], [4.0943, 3.6589, 0.1166], [3.0302, 2.7723, 0.0506], [0.4851, 4.9257, 0.5864], [2.3821, 6.5165, 0.7024], [4.6987, 5.7007, 0.3894], [5.1057, 3.2960, -0.0210], [3.1889, 1.7215, -0.1507]], "nbo_charge": [1.327, -0.660, 0.132, -0.265, -0.380, 0.519, -0.703, -0.110, -0.121, -0.247, -0.226, -0.225, -0.179, 0.112, -0.166, -0.262, -0.146, 0.190, -0.449, 0.248, 0.218, 0.208, 0.221, 0.201, 0.200, 0.202, 0.235, 0.205, 0.208, 0.203, 0.196, -0.601, 0.797, -0.624, -0.092, -0.179, -0.230, -0.201, -0.230, -0.174, 0.237, 0.208, 0.205, 0.209, 0.238, -0.497, 0.313, -0.511, -0.542, 0.756, -0.781, 0.025, -0.208, -0.227, -0.226, -0.221, -0.201, 0.223, 0.201, 0.201, 0.204, 0.242]}

=====

2.
{"formula": "C28H22N7O4OsS", "method": "ωB97M-V/def2-TZVPD", "charge": 1, "spin_multiplicity": 5, "e_lumo_ev": [-3.8, -5.8], "e_homo_ev": [-10.471, -11.406], "s2": 6.047, "symbols": ["Os", "N", "C", "S", "N", "N", "C", "C", "C", "C", "C", "C", "C", "C", "C", "C", "C", "C", "N", "H", "H", "H", "H", "H", "H", "H", "H", "H", "H", "H", "O", "N", "O", "O", "C", "N", "C", "C", "O", "N", "C", "C", "C", "C", "C", "C", "C", "C", "C", "C", "C", "C", "H", "H", "H", "H", "H", "H", "H", "H", "H", "H", "H"], "positions_angstrom": [[-0.0399, 0.0411, 0.1685], [-3.4801, -2.1978, 1.3946], [-2.4193, -1.6484, 0.7969], [-2.0652, 0.0353, 1.1839], [-1.7418, -2.3496, -0.0668], [-0.6746, -1.6811, -0.5800], [0.0780, -2.2596, -1.4884], [-0.1862, -3.6115, -2.0095], [-1.4199, -3.9247, -2.5764], [-1.6388, -5.1949, -3.0816], [-0.6427, -6.1591, -3.0005], [0.5794, -5.8524, -2.4213], [0.8149, -4.5766, -1.9336], [1.2112, -1.4589, -1.9710], [2.0666, -1.8802, -2.9787], [3.1131, -1.0525, -3.3579], [3.2777, 0.1730, -2.7330], [2.3812, 0.5457, -1.7492], [1.3685, -0.2420, -1.3844], [-3.9058, -1.7390, 2.1803], [-3.6420, -3.1839, 1.2695], [-2.1991, -3.1767, -2.6222], [-2.5906, -5.4360, -3.5346], [-0.8217, -7.1524, -3.3896], [1.3518, -6.6071, -2.3522], [1.7682, -4.3326, -1.4835], [1.9100, -2.8362, -3.4531], [3.7917, -1.3659, -4.1391], [4.0839, 0.8403, -2.9993], [2.4735, 1.4808, -1.2161], [0.7864, 3.7231, 1.9886], [0.4013, 2.6958, 1.5962], [0.5121, 2.1441, 0.5204], [-0.1296, -2.1664, 2.8477], [0.9643, -1.7436, 2.5598], [2.1773, -2.2080, 2.9614], [3.2971, -1.4735, 2.3999], [2.5388, -0.3535, 1.6665], [3.0308, 0.5885, 1.0794], [1.2013, -0.6460, 1.6913], [4.2435, -0.9928, 3.4808], [4.1522, 0.2802, 4.0282], [4.9843, 0.6482, 5.0756], [5.9072, -0.2517, 5.5850], [6.0017, -1.5251, 5.0414], [5.1761, -1.8919, 3.9914], [4.0065, -2.2368, 1.2756], [3.4980, -3.4295, 0.7751], [4.1461, -4.0801, -0.2687], [5.2811, -3.5281, -0.8402], [5.7792, -2.3255, -0.3534], [5.1514, -1.6869, 0.7024], [2.2533, -2.8896, 3.6977], [3.4424, 0.9970, 3.6377], [4.9105, 1.6433, 5.4937], [6.5538, 0.0384, 6.4021], [6.7218, -2.2314, 5.4322], [5.2649, -2.8819, 3.5589], [2.6142, -3.8707, 1.2188], [3.7706, -5.0341, -0.6191], [5.7896, -4.0393, -1.6473], [6.6727, -1.8946, -0.7855], [5.5486, -0.7571, 1.0889]], "nbo_charge": [1.193, -0.752, 0.322, -0.016, -0.392, -0.237, 0.269, -0.143, -0.148, -0.204, -0.173, -0.225, -0.137, 0.156, -0.199, -0.114, -0.229, 0.114, -0.519, 0.417, 0.419, 0.228, 0.229, 0.229, 0.226, 0.213, 0.255, 0.241, 0.247, 0.236, -0.106, 0.585, -0.350, -0.615, 0.786, -0.625, -0.059, 0.704, -0.628, -0.791, 0.042, -0.214, -0.204, -0.186, -0.203, -0.224, -0.046, -0.179, -0.238, -0.200, -0.207, -0.194, 0.431, 0.212, 0.222, 0.223, 0.224, 0.220, 0.221, 0.215, 0.221, 0.223, 0.236]}